[1]
A molecular structure, C34H32AsCuF3N4O2S2Sb in a non-equilibrium geometry, computed with wB97M-V/def2-TZVPD.

- energy above the lowest of the compared OMol25 structures with the same formula, charge and spin (kcal per mole) = 31.4
- 2S+1 = 2
- total charge = -1
- ⟨S²⟩ = 0.757

Atoms and positions in Å:
Sb 0.458 -1.842 -0.639
As -1.930 2.607 2.381
Cu -1.313 1.207 0.582
S 0.558 0.506 1.535
S -1.845 -0.234 3.185
F 4.703 1.641 -3.688
F 1.515 -6.761 -4.453
F 3.571 -4.800 3.944
O -2.998 1.927 -0.118
O -1.241 0.475 -1.296
N -2.101 1.218 -1.973
N -2.977 1.958 -1.407
N 3.237 -0.654 3.691
N -0.131 -1.821 6.064
C -1.960 1.149 -6.129
C -2.033 1.224 -3.369
C 0.013 -5.221 -3.477
C -1.089 2.988 4.122
C -1.505 4.268 1.372
C -2.870 1.973 -5.483
C -0.189 -4.141 -2.633
C 3.689 1.030 -1.642
C -2.914 2.019 -4.104
C 1.547 -4.169 2.907
C 0.907 -3.488 1.887
C 2.377 -5.115 -2.987
C -1.906 5.606 1.978
C 3.668 -3.379 2.063
C 3.117 -0.109 -3.696
C 2.144 -4.041 -2.148
C -1.074 0.381 -5.393
C 2.035 -0.722 -1.624
C 1.625 -2.770 0.941
C 2.785 0.235 -0.957
C 2.926 -4.109 2.971
C -1.101 0.415 -4.013
C -4.533 1.727 3.377
C 3.830 0.852 -3.005
C -0.155 -0.183 2.969
C 2.089 -0.704 3.753
C 0.226 -1.347 5.077
C 3.006 -2.712 1.045
C 2.216 -0.887 -2.992
C 1.300 -5.694 -3.636
C -3.816 2.935 2.789
C 0.395 3.306 3.992
C 0.865 -3.545 -1.959
C 0.699 -0.744 3.907
H 0.852 3.442 4.973
H -4.024 1.370 4.273
H 3.370 -5.509 -3.142
H 1.647 -1.640 -3.523
H -1.991 4.149 0.398
H 3.579 -2.130 0.337
H -0.423 4.240 1.189
H -4.534 0.917 2.650
H -0.175 -3.509 1.837
H 0.912 2.492 3.484
H 3.262 -0.235 -4.759
H 4.271 1.785 -1.136
H -1.190 -3.753 -2.494
H -1.629 3.820 4.591
H -0.418 -0.174 -3.418
H -1.228 2.100 4.746
H -0.807 -5.693 -4.001
H 2.974 -3.578 -1.633
H 2.650 0.379 0.106
H -1.942 1.109 -7.207
H 4.740 -3.332 2.168
H -2.989 5.681 2.065
H -4.288 3.225 1.844
H -1.474 5.739 2.968
H -3.550 2.580 -6.063
H -5.563 1.977 3.631
H 0.542 4.217 3.410
H -3.613 2.649 -3.577
H 0.998 -4.730 3.648
H -0.363 -0.252 -5.902
H -3.856 3.785 3.485
H -1.559 6.422 1.342

Forces on the atoms, in the same order (eV/Å):
0.57 -0.93 0.17
0.24 1.13 0.31
-0.22 -0.50 0.43
0.35 0.24 0.13
-0.16 -0.39 -0.08
-0.12 -0.13 0.11
-0.01 0.20 0.12
-0.06 0.13 -0.06
0.32 -0.17 -1.23
-0.40 0.66 -0.23
-0.05 0.25 1.89
-0.34 -0.20 -0.06
0.32 0.04 -0.08
-0.06 -0.20 0.23
0.05 -0.02 -0.06
-0.06 -0.02 -1.52
0.09 -0.32 -0.23
0.05 -0.15 0.06
0.05 0.17 0.04
0.04 -0.02 0.00
-0.04 0.10 0.07
0.18 0.15 -0.23
0.10 -0.09 0.16
0.21 -0.14 0.21
-0.12 0.03 -0.03
0.04 -0.23 -0.16
0.04 -0.17 -0.02
0.06 -0.21 0.13
0.15 0.22 -0.09
0.10 -0.13 -0.04
-0.09 0.08 -0.17
-0.50 -0.29 0.35
-0.32 0.41 -0.49
0.02 0.08 -0.02
-0.07 -0.02 -0.18
-0.10 0.03 0.54
0.16 0.00 -0.04
0.04 -0.03 0.03
-0.28 -0.33 0.13
0.82 0.15 0.05
-0.37 -0.22 0.61
0.04 -0.04 -0.01
-0.03 0.00 -0.01
-0.10 0.02 0.00
-0.15 0.00 -0.05
-0.04 -0.06 -0.12
-0.29 0.51 0.28
-0.36 0.44 -0.63
-0.01 0.03 0.00
-0.09 -0.05 0.01
0.09 -0.07 -0.02
0.01 -0.04 -0.06
0.06 -0.10 0.13
0.09 0.05 -0.04
-0.15 -0.07 0.05
-0.06 -0.10 0.07
-0.07 -0.03 0.06
0.08 0.07 0.05
0.03 0.04 -0.06
0.07 0.06 0.04
-0.11 -0.03 -0.04
-0.02 -0.12 -0.19
-0.03 0.03 -0.01
-0.09 0.10 -0.17
0.00 -0.05 -0.03
0.13 -0.02 0.02
0.11 0.02 0.05
0.01 0.01 -0.14
0.11 0.02 0.02
-0.06 0.06 0.04
0.12 0.06 0.12
0.03 0.07 0.10
-0.07 0.06 -0.01
-0.05 0.00 0.01
0.11 0.03 0.02
-0.04 0.00 -0.10
-0.03 -0.02 0.07
0.09 -0.07 0.01
0.09 -0.11 -0.22
-0.03 0.11 0.04

***

[2]
A molecular structure, C34H32BrCsNO3P2 in a non-equilibrium geometry, computed with wB97M-V/def2-TZVPD.

- electronic energy (eV) = -132580.7376
- total charge = -1

Atoms and positions in Å:
Cs -2.066 -1.541 -0.842
Br -2.285 -8.903 2.033
P 2.119 0.209 -0.819
P 0.041 2.056 -0.786
O -4.030 -0.173 -1.462
O -1.565 -3.713 0.729
O -0.428 -3.655 -1.206
N 1.726 1.872 -0.505
C -1.782 2.889 3.352
C -1.540 3.981 2.532
C 6.184 -0.221 -0.200
C 4.486 1.232 -1.827
C -1.463 1.609 2.921
C -0.624 2.533 0.844
C -0.897 1.441 1.669
C 1.069 -2.466 2.023
C 5.857 1.371 -1.963
C 3.941 0.382 -0.858
C 0.808 4.738 -1.411
C -1.717 -7.871 0.537
C -4.382 0.118 0.919
C -1.186 -5.746 -0.419
C 1.362 -1.831 3.216
C -1.046 -4.228 -0.281
C -0.284 6.012 -3.122
C -0.026 3.650 -1.669
C -0.996 -7.758 -1.730
C 1.320 -1.820 0.816
C 1.865 -0.545 0.821
C 2.152 0.095 2.026
C 0.686 5.909 -2.138
C -1.417 -8.519 -0.649
C -4.195 2.079 -0.651
C -1.132 4.947 -3.382
C 1.903 -0.547 3.223
C -4.642 0.613 -0.532
C -0.873 -6.383 -1.615
C 4.811 -0.349 -0.052
C -1.616 -6.500 0.663
C -1.002 3.769 -2.663
C 6.709 0.641 -1.147
C -0.966 3.805 1.284
H -1.812 4.975 2.863
H -2.239 3.031 4.324
H 3.825 1.776 -2.494
H -0.380 6.931 -3.688
H 4.403 -1.015 0.697
H 6.260 2.037 -2.714
H 2.371 2.565 -0.863
H 2.543 1.106 2.007
H -3.314 0.065 1.155
H -3.116 2.157 -0.480
H 0.605 -3.441 2.021
H 1.146 -2.327 4.155
H 1.339 6.747 -1.933
H -5.754 0.619 -0.643
H -1.653 2.925 -2.858
H -1.675 0.747 3.539
H 1.036 -2.295 -0.116
H -0.525 -5.773 -2.438
H 1.548 4.671 -0.621
H -0.683 0.449 1.277
H -1.509 -9.594 -0.724
H 6.843 -0.798 0.435
H -4.818 0.811 1.646
H -4.394 2.435 -1.662
H -4.690 2.747 0.061
H 7.781 0.742 -1.255
H -4.805 -0.878 1.052
H -1.871 -5.992 1.582
H -1.893 5.025 -4.147
H -0.798 4.664 0.645
H -0.759 -8.246 -2.667
H 2.108 -0.051 4.163

Forces on the atoms, in the same order (eV/Å):
0.58 0.84 -0.22
-0.02 -0.04 0.03
0.35 -0.19 -0.06
-0.26 0.43 -0.14
-1.22 0.88 -0.21
0.11 -0.36 0.49
0.46 -0.58 -0.08
-0.11 -0.26 -0.17
-0.03 -0.06 0.10
-0.03 0.03 0.09
-0.01 -0.05 0.07
-0.05 -0.12 0.10
0.06 0.06 -0.03
-0.08 -0.18 0.24
-0.02 -0.03 -0.18
-0.02 -0.06 0.03
-0.03 0.03 -0.03
0.19 0.12 -0.11
0.07 -0.21 0.10
0.01 -0.05 -0.05
-0.14 0.31 -0.06
0.01 -0.05 -0.09
0.00 -0.01 0.10
0.31 -0.88 -0.10
-0.07 0.14 -0.14
-0.26 0.04 -0.29
0.02 0.00 -0.07
-0.10 -0.03 0.16
0.13 0.11 -0.16
0.06 0.06 -0.08
0.03 0.04 0.03
-0.02 -0.07 0.03
0.02 0.11 0.04
-0.02 -0.04 0.00
-0.02 -0.03 0.02
0.13 -0.13 -0.10
0.03 0.09 0.07
-0.18 0.05 -0.05
-0.07 0.04 0.09
0.21 -0.04 0.19
0.17 0.02 -0.01
0.09 0.10 -0.13
-0.01 0.02 0.01
-0.01 0.02 -0.01
0.00 0.03 -0.03
-0.01 0.00 -0.01
0.03 -0.03 0.03
0.02 0.03 -0.03
-0.03 0.02 0.22
0.01 0.02 0.03
-0.03 0.10 -0.08
0.05 -0.07 0.00
-0.04 -0.03 -0.02
0.01 -0.01 0.01
0.03 0.02 0.02
0.00 0.03 0.05
-0.05 0.01 -0.03
-0.01 -0.01 0.01
0.03 -0.09 -0.03
0.00 0.01 -0.02
0.03 0.02 -0.01
-0.02 0.01 0.27
0.00 0.00 0.01
0.04 -0.01 0.01
-0.11 -0.12 0.09
-0.04 0.00 -0.08
-0.08 0.01 0.05
0.00 0.00 0.00
-0.05 -0.03 0.06
0.00 0.02 0.02
-0.02 0.03 -0.03
-0.03 -0.01 0.03
0.00 -0.03 0.01
0.01 0.03 0.01